The following is a DFT calculation (the ωB97M-V functional and the def2-TZVPD basis) of a cluster of 9 separate species, C50H84O20 in total.

```
154
C50H84O20 the ωB97M-V functional and the def2-TZVPD basis
C -4.131 -2.184 0.549
C -2.954 -2.937 -0.087
C -3.142 -4.462 -0.128
C -2.915 -5.117 1.242
C -1.435 -5.384 1.564
C -0.589 -5.975 0.416
C 0.340 -4.902 -0.174
C 1.514 -4.541 0.765
C 1.602 -3.047 1.098
C 2.960 -2.659 1.692
C 3.152 -1.166 1.860
O 3.073 -0.504 0.566
C 4.204 0.039 0.143
O 4.755 -0.294 -0.835
O 4.672 1.054 0.947
O 3.918 2.231 0.580
C 4.661 2.945 -0.435
C 5.195 4.280 0.073
C 6.295 4.749 -0.903
C 4.154 5.391 0.330
C 3.392 5.166 1.653
C 3.205 5.666 -0.853
H -4.622 -2.763 1.335
H -4.876 -1.925 -0.210
H -3.793 -1.242 0.995
H -2.873 -2.602 -1.125
H -2.020 -2.722 0.446
H -2.480 -4.882 -0.891
H -4.166 -4.673 -0.455
H -3.520 -6.025 1.356
H -3.284 -4.419 2.002
H -1.386 -6.079 2.415
H -0.968 -4.459 1.925
H -1.216 -6.408 -0.368
H 0.024 -6.801 0.800
H -0.252 -3.995 -0.350
H 0.738 -5.235 -1.139
H 2.459 -4.877 0.322
H 1.396 -5.101 1.703
H 1.425 -2.449 0.195
H 0.822 -2.793 1.828
H 3.055 -3.112 2.689
H 3.754 -3.081 1.065
H 2.360 -0.737 2.482
H 4.107 -0.929 2.338
H 5.503 2.316 -0.738
H 4.001 3.041 -1.302
H 5.660 4.058 1.044
H 6.398 5.836 -0.872
H 7.255 4.293 -0.649
H 6.047 4.467 -1.934
H 4.733 6.309 0.474
H 2.517 5.824 1.694
H 4.024 5.464 2.497
H 3.081 4.128 1.789
H 3.022 4.794 -1.487
H 3.566 6.486 -1.475
H 2.237 5.985 -0.461
O -2.556 -3.876 4.277
C -1.546 -4.131 4.863
C -1.311 -5.250 5.853
C -0.006 -4.841 6.532
C 0.674 -4.039 5.426
O -0.395 -3.434 4.677
H -1.209 -6.179 5.292
H -2.151 -5.339 6.534
H 0.596 -5.675 6.884
H -0.219 -4.193 7.383
H 1.244 -4.679 4.747
H 1.322 -3.246 5.793
O 0.738 7.692 -0.033
C -0.066 7.067 0.602
C -1.143 6.140 0.090
C -2.044 5.959 1.308
C -1.056 6.153 2.454
O -0.076 7.083 1.953
H -0.667 5.207 -0.212
H -1.648 6.573 -0.765
H -2.557 5.001 1.346
H -2.798 6.747 1.329
H -0.539 5.227 2.716
H -1.499 6.577 3.351
O -1.736 -9.208 7.422
C -2.617 -9.100 6.620
C -3.445 -10.194 5.972
C -4.076 -9.482 4.776
C -4.153 -8.043 5.274
O -3.026 -7.895 6.159
H -4.189 -10.527 6.698
H -2.811 -11.034 5.703
H -5.043 -9.877 4.476
H -3.405 -9.538 3.918
H -5.062 -7.848 5.847
H -4.066 -7.299 4.485
O -2.699 -1.290 -3.338
C -1.623 -0.787 -3.186
C -0.470 -0.772 -4.172
C 0.717 -0.378 -3.294
C 0.037 0.448 -2.207
O -1.276 -0.121 -2.064
H -0.689 -0.025 -4.936
H -0.364 -1.747 -4.641
H 1.501 0.170 -3.813
H 1.160 -1.272 -2.851
H -0.076 1.493 -2.497
H 0.536 0.396 -1.242
O 7.017 8.582 -0.041
C 5.985 9.123 -0.310
C 5.637 10.597 -0.215
C 4.111 10.591 -0.287
C 3.839 9.337 -1.110
O 4.919 8.439 -0.786
H 6.093 11.106 -1.066
H 6.036 11.016 0.705
H 3.677 11.487 -0.726
H 3.695 10.467 0.713
H 3.870 9.529 -2.185
H 2.901 8.846 -0.859
O 1.871 -4.373 -4.993
C 2.592 -3.555 -4.501
C 3.044 -2.229 -5.089
C 4.231 -1.849 -4.208
C 3.866 -2.525 -2.893
O 3.125 -3.704 -3.267
H 2.217 -1.522 -4.997
H 3.291 -2.351 -6.140
H 4.391 -0.779 -4.098
H 5.145 -2.290 -4.610
H 3.228 -1.898 -2.269
H 4.728 -2.831 -2.306
O -6.456 -4.545 -0.504
C -6.871 -3.808 -1.349
C -6.162 -3.346 -2.608
C -6.977 -2.126 -3.028
C -8.354 -2.466 -2.467
O -8.101 -3.243 -1.285
H -6.212 -4.155 -3.340
H -5.119 -3.123 -2.394
H -6.989 -1.940 -4.100
H -6.584 -1.237 -2.533
H -8.944 -3.074 -3.157
H -8.937 -1.593 -2.180
O -3.122 5.201 -2.163
C -2.929 5.604 -3.274
C -3.515 6.831 -3.944
C -3.218 6.585 -5.422
C -1.955 5.735 -5.347
O -2.080 4.984 -4.125
H -2.993 7.707 -3.557
H -4.573 6.916 -3.711
H -3.084 7.491 -6.010
H -4.027 6.007 -5.870
H -1.049 6.342 -5.281
H -1.850 5.031 -6.168
```

Spin multiplicity: 1
E_HOMO in eV: -9.7
SMILES: CCCCCCCCCCCOC(=O)OOC[C@@H](C)C(C)C.O=C1CCCO1.O=C1CCCO1.O=C1CCCO1.O=C1CCCO1.O=C1CCCO1.O=C1CCCO1.O=C1CCCO1.O=C1CCCO1

Atom charges from the Mulliken analysis, given in e for atoms 1 to 99: -1.24, 0.57, -0.23, -0.80, 0.53, -1.55, 0.11, -0.88, 0.47, -0.74, -0.69, -0.15, 0.58, -0.47, -0.38, -0.14, -1.00, 0.75, -1.51, 1.13, -1.63, -0.49, 0.29, 0.07, 0.46, -0.32, 0.16, 0.31, 0.16, 0.35, 0.03, 0.26, -0.26, 0.47, 0.39, -0.25, 0.56, 0.49, 0.22, -0.19, 0.10, 0.31, 0.31, 0.32, 0.48, 0.48, 0.19, 0.31, 0.29, 0.39, 0.35, -0.16, 0.47, 0.42, 0.14, 0.25, 0.10, -0.24, -0.60, 0.45, 0.01, -0.62, -0.34, -0.32, -0.04, 0.29, 0.36, 0.29, 0.16, 0.37, -0.62, 0.49, 0.08, -0.57, -0.40, -0.39, 0.24, -0.04, 0.35, 0.28, 0.24, 0.33, -0.59, 0.47, -0.41, -0.49, -0.31, -0.30, 0.25, 0.31, 0.36, 0.24, 0.25, 0.22, -0.64, 0.55, -0.56, 0.20, -0.62